98
Properties=species:S:1:pos:R:3:forces:R:3:mulliken_charge:R:1 method="wB97M-V/def2-TZVPD" total_energy_ev=-295372.333 homo_ev=-7.45 de_lowest_ev=0.7387
Bi -0.58054 0.67102 -0.55532 0.2 0.0 0.0 1.722
C 1.88312 3.21493 1.00517 0.0 0.0 0.0 -0.435
C 2.70715 2.23548 0.18529 0.0 0.0 0.0 -0.999
N 2.02359 1.79429 -1.04052 -0.2 0.0 0.1 1.645
C 2.28097 2.65766 -2.20904 0.0 0.0 0.0 -0.644
C 2.20390 4.15696 -1.98219 0.0 0.0 0.0 -1.539
C 2.38805 0.41809 -1.36844 0.1 0.0 0.0 -1.698
C 1.69945 -0.09654 -2.62004 -0.1 -0.1 0.0 -1.096
N 0.24538 0.08602 -2.59364 -0.1 0.2 0.0 0.930
C -0.45582 -0.13250 -3.75084 0.0 -0.1 0.0 -0.069
C -1.85157 0.05015 -3.76867 0.0 0.0 0.0 -0.350
F -2.45071 0.43312 -2.62311 0.0 0.0 0.0 -0.155
C -2.64385 -0.15342 -4.87258 0.0 0.0 0.0 0.109
F -3.96049 0.06159 -4.75999 0.0 0.0 0.0 -0.302
C -2.11448 -0.57546 -6.07602 0.0 0.0 0.0 -0.583
C -0.75656 -0.79584 -6.08889 0.0 0.0 0.0 0.194
F -0.16939 -1.23064 -7.21397 0.0 0.0 0.0 -0.324
C 0.05092 -0.60260 -4.98111 0.0 0.0 0.0 0.397
F 1.35478 -0.92384 -5.14179 0.0 0.0 0.0 -0.375
H 2.47850 3.62996 1.82101 0.0 0.0 0.0 0.445
H 1.01505 2.71699 1.44342 0.0 0.0 0.0 -0.453
H 1.51479 4.04137 0.40572 0.0 0.0 0.0 0.400
H 2.90783 1.34668 0.78895 0.0 0.0 0.0 0.493
H 3.68814 2.66397 -0.05947 0.0 0.0 0.0 0.149
H 1.55028 2.39527 -2.97551 0.0 0.0 0.0 0.242
H 3.27684 2.41019 -2.61404 0.0 0.0 0.0 0.311
H 1.20861 4.45757 -1.65826 0.0 0.0 0.0 0.265
H 2.41361 4.65467 -2.92984 0.0 0.0 0.0 0.450
H 2.93824 4.51146 -1.25919 0.0 0.0 0.0 0.374
H 2.15185 -0.21267 -0.50399 0.0 0.0 0.0 0.156
H 3.47250 0.31579 -1.54058 0.0 0.0 0.0 0.611
H 1.97691 -1.15364 -2.72067 0.0 0.0 0.0 0.523
H 2.12621 0.41317 -3.48261 0.0 0.0 0.0 0.581
H -2.72665 -0.72251 -6.95247 0.0 0.0 0.0 0.528
C 0.62029 2.03670 4.52756 0.0 0.0 0.0 -1.240
As 1.49958 0.63181 3.47764 0.0 0.1 0.0 0.768
C 3.33675 1.27403 3.74583 0.0 0.0 0.0 -1.336
C 1.63123 -0.77157 4.86406 -0.1 0.0 0.0 -1.896
C 0.46676 -1.77155 4.98657 0.1 0.0 0.0 2.739
C 0.62824 -2.48355 6.33883 0.0 0.0 0.0 -2.413
C 0.54295 -2.84778 3.89700 -0.1 0.0 0.0 -2.279
As 0.41264 -2.34829 1.98555 -0.1 0.0 0.0 0.642
C 0.06482 -4.19194 1.39568 0.0 0.0 0.0 -1.383
C 2.32371 -2.38358 1.52171 0.0 0.0 0.0 -1.396
C -0.87224 -1.02248 4.96361 0.0 0.0 0.0 -1.271
As -2.51042 -2.08295 5.30509 0.0 0.0 0.0 0.201
C -3.14177 -2.25583 3.45541 0.0 0.0 0.0 -0.640
C -3.61633 -0.52359 5.73942 0.0 0.0 0.0 -0.964
H 0.97622 2.02640 5.55854 0.0 0.0 0.0 0.484
H -0.46018 1.90240 4.51276 0.0 0.0 0.0 0.161
H 0.85018 3.00360 4.08012 0.0 0.0 0.0 0.426
H 3.54937 1.40561 4.80745 0.0 0.0 0.0 0.460
H 3.46962 2.22746 3.23680 0.0 0.0 0.0 0.348
H 4.04264 0.55583 3.32751 0.0 0.0 0.0 0.374
H 1.76842 -0.24868 5.81544 0.0 0.0 0.0 0.657
H 2.56085 -1.31600 4.66817 0.0 0.0 0.0 0.438
H 1.62164 -2.93221 6.41560 0.0 0.0 0.0 0.506
H -0.11361 -3.27273 6.46684 0.0 0.0 0.0 0.483
H 0.51348 -1.77462 7.16261 0.0 0.0 0.0 0.453
H -0.28089 -3.55406 4.04612 0.0 0.0 0.0 0.652
H 1.46469 -3.42655 4.01437 0.0 0.0 0.0 0.655
H 0.76522 -4.88050 1.87060 0.0 0.0 0.0 0.515
H 0.17799 -4.26359 0.31337 0.0 0.0 0.0 0.359
H -0.95116 -4.48899 1.65493 0.0 0.0 0.0 0.340
H 2.81903 -3.24465 1.97172 0.0 0.0 0.0 0.523
H 2.81473 -1.46820 1.85218 0.0 0.0 0.0 0.256
H 2.41661 -2.45140 0.43622 0.0 0.0 0.0 0.416
H -1.01653 -0.49430 4.01440 0.0 0.0 0.0 -0.153
H -0.85999 -0.26731 5.75552 0.0 0.0 0.0 0.795
H -2.56072 -3.01053 2.92463 0.0 0.0 0.0 -0.045
H -3.07237 -1.30225 2.92927 0.0 0.0 0.0 0.065
H -4.18247 -2.58194 3.47627 0.0 0.0 0.0 0.531
H -3.34705 -0.14784 6.72593 0.0 0.0 0.0 0.371
H -4.66524 -0.81802 5.75600 0.0 0.0 0.0 0.420
H -3.47864 0.26596 5.00074 0.0 0.0 0.0 0.113
O -2.16108 4.99218 3.71129 0.0 0.0 0.0 -0.597
C -2.17502 4.28446 2.74288 -0.1 0.1 0.0 0.599
S -1.44234 4.72255 1.18406 0.1 0.0 0.1 -0.143
C -1.84740 3.24225 0.34698 0.2 0.1 -0.3 0.045
C -2.56190 2.32231 1.02047 -0.1 -0.2 0.1 -0.130
S -3.09780 0.79637 0.34500 0.1 0.0 0.1 -0.501
S -2.95215 2.68895 2.68799 0.0 0.0 0.0 -0.087
S -1.26390 3.02409 -1.30886 -0.1 0.2 0.1 -0.467
N -3.01188 -6.18853 -2.94784 0.0 0.0 0.0 -0.337
C -2.92162 -5.83845 -1.65503 0.0 0.1 0.0 -0.202
S -3.26657 -6.84205 -0.40641 0.0 0.0 0.0 -0.309
C -2.42567 -4.44901 -1.42851 0.0 0.0 0.0 0.785
C -1.37387 -3.93110 -2.17242 0.0 0.0 0.0 -0.982
C -0.92701 -2.64966 -1.89590 0.0 0.0 0.0 -0.347
N -1.47608 -1.86856 -0.96661 0.0 -0.1 -0.1 0.954
C -2.48594 -2.37430 -0.25176 0.0 0.0 0.0 -0.355
C -2.98178 -3.65020 -0.44025 0.0 0.0 0.0 -0.903
H -3.36205 -7.10450 -3.17468 0.0 0.0 0.0 0.225
H -2.94480 -5.50029 -3.67881 0.0 0.0 0.0 0.218
H -0.87339 -4.51878 -2.93096 0.0 0.0 0.0 0.548
H -0.08863 -2.23159 -2.43679 0.0 0.0 0.0 0.127
H -2.90143 -1.73162 0.51096 0.0 0.0 0.0 -0.294
H -3.78533 -4.02528 0.17790 0.0 0.0 0.0 0.509



12
Properties=species:S:1:pos:R:3:forces:R:3:mulliken_charge:R:1 method="wB97M-V/def2-TZVPD" total_charge=+1 total_energy_ev=-6195.905 homo_ev=-18.16 de_lowest_ev=1.6066
C 0.38710 1.65691 -0.08348 0.7 -1.7 1.0 -1.074
C -0.75210 -0.57222 -0.99565 1.2 1.1 2.5 -1.032
C -0.00543 0.29822 0.01566 -0.6 -2.5 -0.9 0.555
N 0.49834 -2.88039 2.50206 0.5 4.0 -2.4 -0.276
N 0.61378 -1.92341 1.92873 -0.4 -4.4 2.7 0.195
H 1.05818 1.70157 -0.92057 1.0 0.0 -0.8 0.370
H 0.84706 1.90030 0.83908 0.7 0.9 0.5 0.364
H -0.34837 2.30440 -0.36929 -2.3 1.9 -0.9 0.417
H -1.40341 -1.36575 -0.63998 0.4 -0.2 0.7 0.377
H -1.33037 0.07022 -1.54933 -1.3 1.4 -1.8 0.380
H 0.01448 -1.00532 -1.62407 0.5 -0.3 -0.3 0.346
H 0.42076 -0.18454 0.89683 -0.4 -0.3 -0.3 0.377



18
Properties=species:S:1:pos:R:3:forces:R:3:mulliken_charge:R:1 method="wB97M-V/def2-TZVPD" total_charge=+1 total_energy_ev=-9342.909 homo_ev=-11.57 de_lowest_ev=5.9479
C -0.07378 1.32351 -0.11494 -2.9 1.4 2.9 -1.055
C -1.15061 2.24968 -0.28164 1.6 -0.8 -0.3 0.138
C -0.23794 -0.87570 -0.20193 -2.9 0.9 -1.2 -0.082
C 1.37738 -2.40629 0.26769 0.8 -2.0 1.2 -1.099
N -1.39107 2.98427 -1.37413 -0.1 -0.8 -0.7 -0.372
N 0.71706 -1.24259 0.84710 2.1 -0.8 -0.4 -0.008
O -1.41136 -1.20908 0.36941 -0.5 -0.2 -0.7 -0.403
H 0.64188 1.19851 -0.84110 1.5 0.2 -1.6 0.358
H 0.24679 1.20169 0.95379 -0.5 0.3 -1.1 0.303
H -1.91163 2.49818 0.41266 0.0 -0.3 1.6 0.386
H 0.76413 -3.25534 0.33260 -1.6 -0.7 -0.9 0.395
H 1.79202 -2.20693 -0.64010 0.1 0.7 -2.9 0.480
H 2.22251 -2.88544 0.71471 0.9 0.9 1.8 0.420
H -2.21889 3.58008 -1.46139 0.5 -0.6 0.1 0.263
H -1.02525 2.55820 -2.20784 0.2 0.7 -0.6 0.228
H 1.45882 -0.59464 1.02899 0.1 1.1 0.1 0.381
H 0.33653 -1.56489 1.69148 -1.2 0.0 2.0 0.278
H -2.20213 -1.21930 -0.25466 1.8 0.2 0.7 0.389



14
Properties=species:S:1:pos:R:3:forces:R:3:mulliken_charge:R:1 method="wB97M-V/def2-TZVPD" total_charge=+1 total_energy_ev=-8265.372 homo_ev=-13.84 smiles="C=C(C)N=[N+]1C=C1" de_lowest_ev=7.4056
C -1.90420 1.33995 -0.05570 -2.4 -2.5 -0.8 -0.759
C -0.94757 0.37039 0.05816 -2.3 -0.6 -0.3 0.846
C -1.11623 -1.17838 0.05559 -0.2 3.5 4.1 -1.180
N 0.29243 0.94540 0.14880 1.0 2.5 0.2 -0.437
N 1.37689 0.41096 0.07529 -1.8 -2.1 0.0 0.302
C 2.19655 -0.75924 -0.10554 0.0 1.6 1.0 -0.002
C 2.73088 0.43546 0.03192 1.6 1.1 -1.2 -0.152
H -1.78859 2.37208 -0.07799 1.4 1.6 0.3 0.314
H -3.03981 1.22175 -0.27617 2.1 -0.9 0.6 0.251
H -1.10112 -1.52175 1.12894 -0.2 0.2 -1.0 0.309
H -0.31037 -1.55903 -0.39411 3.1 -1.7 -1.9 0.319
H -1.95673 -1.51398 -0.41317 -2.4 -0.6 -1.2 0.391
H 2.10160 -1.79939 -0.01752 0.2 -1.2 -0.3 0.436
H 3.46628 1.23579 -0.15850 -0.1 -0.8 0.6 0.361



71
Properties=species:S:1:pos:R:3:forces:R:3:mulliken_charge:R:1 method="wB97M-V/def2-TZVPD" total_charge=-1 total_energy_ev=-270781.105 homo_ev=-3.16 de_lowest_ev=2.6062
Bi -0.84822 0.99313 0.12480 -0.4 0.2 0.4 1.499
C -1.56480 -2.55871 -2.95308 0.0 0.0 0.0 -0.894
O -1.18244 -2.37345 -1.59924 0.0 0.0 0.0 0.036
C -0.62490 -3.41246 -0.94908 -0.1 0.1 0.0 0.776
C -0.27636 -4.62357 -1.53986 0.0 0.0 0.0 -0.672
C 0.28306 -5.63782 -0.76954 0.0 0.1 0.0 -0.593
C 0.49300 -5.46373 0.58801 0.0 0.0 0.0 -0.851
C 0.12857 -4.26399 1.18220 0.0 0.1 0.0 -0.253
C -0.42711 -3.24316 0.42892 0.0 -0.3 0.1 -0.173
N -0.77467 -1.98987 1.00475 0.1 0.2 0.0 0.596
N -1.23989 -2.07098 2.14251 -0.1 -0.1 -0.1 -0.730
C -1.49989 -0.73375 2.72718 -0.1 0.1 -0.1 2.401
C -2.90149 -0.33016 2.15166 0.3 -0.1 -0.1 -0.054
O -2.99394 -0.15400 0.94575 0.0 0.1 0.1 -0.647
C -4.02929 -0.13646 3.04065 -0.1 0.0 0.0 -0.926
C -3.88671 -0.28751 4.36138 0.1 0.0 0.0 -0.699
C -2.63766 -0.69505 4.99814 0.0 -0.1 0.0 0.858
C -2.57631 -0.86475 6.38206 0.0 0.0 0.0 -0.871
C -1.39747 -1.25046 6.99372 0.0 0.0 0.0 -0.571
C -0.26125 -1.46402 6.22144 0.0 0.0 0.0 -0.756
C -0.31368 -1.28843 4.84770 0.1 0.0 0.1 -0.540
C -1.49484 -0.91017 4.23101 0.0 0.1 -0.1 -0.265
H -2.25375 -3.40220 -3.04938 0.0 0.0 0.0 0.526
H -0.69027 -2.73117 -3.58831 0.0 0.0 0.0 0.433
H -2.07359 -1.63962 -3.23159 0.0 0.0 0.0 -0.312
H -0.43870 -4.78377 -2.59516 0.0 0.0 0.0 0.413
H 0.55461 -6.57202 -1.24517 0.0 0.0 0.0 0.375
H 0.93739 -6.25308 1.17982 0.0 0.0 0.0 0.366
H 0.27577 -4.09022 2.24026 0.0 0.0 0.0 0.495
H -4.94472 0.21467 2.58270 0.0 0.0 0.0 0.465
H -4.72720 -0.08417 5.01709 0.0 0.0 0.0 0.347
H -3.46632 -0.68515 6.97478 0.0 0.0 0.0 0.375
H -1.35798 -1.37569 8.06839 0.0 0.0 0.0 0.383
H 0.66798 -1.75772 6.69350 0.0 0.0 0.0 0.369
H 0.57138 -1.41405 4.23621 0.0 0.0 0.0 0.485
Se -1.27667 2.75649 2.06719 -0.3 0.3 0.0 -0.029
Se -3.08315 4.78394 0.88268 0.1 0.2 -0.1 -0.645
Te -4.61886 3.08205 -0.00912 0.0 -0.1 -0.1 -0.248
Se -2.65734 2.43841 -1.56304 0.0 -0.1 0.0 -0.027
S -3.02999 0.78142 -2.92311 -0.1 0.0 0.0 -0.563
C 3.29043 3.62737 -3.71249 0.0 0.0 0.1 -1.110
N 2.40976 3.63451 -2.56336 0.0 0.0 0.0 0.417
C 2.27824 4.92082 -1.89620 0.0 0.0 0.0 -1.029
P 1.67159 2.27796 -1.97537 -0.2 0.0 0.0 0.825
O 0.71519 2.70001 -0.91100 0.2 0.0 0.0 -1.064
N 2.71441 1.15147 -1.34084 0.1 0.0 0.0 0.566
C 3.74524 0.53257 -2.15375 0.0 0.0 0.0 -1.138
C 3.04409 1.19304 0.08012 0.0 0.0 0.0 -1.139
N 1.09520 1.51981 -3.31845 0.1 0.0 0.0 0.400
C 0.71086 0.10697 -3.28901 0.0 0.0 0.0 -0.921
C 0.26340 2.28607 -4.25143 0.0 0.0 0.0 -0.872
H 4.31856 3.87714 -3.42777 0.0 0.0 0.0 0.315
H 2.95826 4.36528 -4.45068 0.0 0.0 0.0 0.365
H 3.28866 2.64885 -4.18832 0.0 0.0 0.0 0.309
H 3.24085 5.25218 -1.49219 0.0 0.0 0.0 0.275
H 1.55606 4.84524 -1.08848 0.0 0.0 0.0 0.238
H 1.92791 5.67515 -2.60769 0.0 0.0 0.0 0.313
H 4.68981 1.08964 -2.10739 0.0 0.0 0.0 0.261
H 3.42645 0.47023 -3.19229 0.0 0.0 0.0 0.357
H 3.93492 -0.48207 -1.79348 0.0 0.0 0.0 0.368
H 2.31845 1.79289 0.62468 0.0 0.0 0.0 0.389
H 4.03920 1.62503 0.23916 0.0 0.0 0.0 0.254
H 3.03391 0.18133 0.49262 0.0 0.0 0.0 0.309
H 1.20832 -0.41370 -2.47396 0.0 0.0 0.0 0.398
H 0.99271 -0.36291 -4.23668 0.0 0.0 0.0 0.373
H -0.37104 0.01580 -3.15471 0.0 0.0 0.0 -0.108
H 0.51168 3.34338 -4.20150 0.0 0.0 0.0 0.333
H -0.79757 2.15519 -4.02028 0.0 0.0 0.0 0.119
H 0.44523 1.92861 -5.26890 0.0 0.0 0.0 0.310
O -0.55434 1.34828 3.09896 0.3 -0.5 0.0 -0.529
N -0.46872 0.18509 2.28188 0.0 -0.1 0.0 -0.467



Record-wise Kohn-Sham gap values, in eV: 6.751; 11.057; 7.744; 8.811; 4.922
Record-wise strongest force on any atom values, in eV/Å: 0.3; 5.1; 4.3; 5.5; 0.6